Entry 1:
C6H16 | ωB97M-V/def2-TZVPD

```
22
Properties=species:S:1:pos:R:3:forces:R:3:mulliken_charge:R:1
C 0.89477 -1.05110 1.69990 1.3 -0.5 -0.3 -0.19
C -0.61822 -1.07459 1.72678 -1.0 0.6 -0.5 -1.06
C 1.58330 0.25174 2.09815 -1.5 1.3 1.2 -1.05
H 1.15187 -1.29947 0.67019 0.5 -0.1 0.0 0.26
H 1.36373 -1.80940 2.35222 -0.6 -0.2 -0.5 0.34
H -1.08734 -0.16980 1.30367 0.5 0.6 1.0 0.19
H -1.08983 -1.68003 0.94633 0.6 -1.1 0.4 0.32
H 0.94365 1.09073 1.73437 0.9 -0.3 0.0 0.21
H 2.63972 0.42750 1.92534 0.1 -0.4 -1.0 0.34
H -1.03965 -1.32539 2.69933 -0.1 0.2 -0.1 0.35
H 1.58593 0.37373 3.19632 -0.5 -0.2 -0.2 0.34
C -0.10241 0.40883 -1.63649 1.0 0.3 2.2 0.67
C -0.75793 -0.37236 -2.73509 -0.1 -2.3 -0.3 -1.23
C -0.80020 1.70684 -1.16935 0.2 0.7 -0.5 -1.10
H 0.98364 0.55784 -1.76129 -0.4 0.6 -1.0 0.39
H 0.07253 -0.20970 -0.74295 -0.9 -0.3 -0.2 -0.59
H -1.31097 -1.27416 -2.40705 0.1 0.4 0.6 0.31
H -1.52482 0.09377 -3.33825 0.4 0.8 -0.4 0.36
H -1.25595 1.70262 -0.15985 0.0 -0.4 -0.7 0.25
H 0.00702 -0.88478 -3.33295 -0.2 0.6 -0.4 0.29
H -1.53953 1.97685 -1.94184 0.0 0.0 0.6 0.37
H -0.09931 2.56034 -1.12750 -0.1 -0.4 -0.1 0.24
```
Forces are in eV/Å.

Calculated values
relative energy (zero: lowest compared OMol25 entry of this formula, charge and spin): 1.2165 eV
molar mass: 88.19 g mol⁻¹
E_tot: -6480.44129 eV
highest occupied orbital energy: -10.584 eV
HOMO-LUMO gap: 11.68 eV
SMILES: CCC.CCC
maximum force: 2.5 eV/A
total charge: 0

=====

Entry 2:
C3H11N3P | ωB97M-V/def2-TZVPD

```
18
Properties=species:S:1:pos:R:3:forces:R:3:mulliken_charge:R:1
C 0.03593 0.68157 -2.12840 0.2 -1.2 2.2 0.13
C -1.38805 -0.46828 2.10178 -0.1 -1.8 -1.5 -1.03
C 0.00380 -0.99749 1.62046 -1.0 0.5 0.5 -0.05
N 0.91782 0.58664 -1.14665 -1.7 0.5 1.0 -0.01
N -1.29413 0.51242 -2.07502 0.2 0.0 0.2 -0.34
N 2.21706 0.56715 -1.59970 -1.8 -0.5 -3.3 -0.66
P 0.77610 0.17234 0.79396 -0.8 0.2 -0.5 -0.05
H 0.58727 0.70561 -3.03323 -0.5 0.5 -1.5 0.46
H -1.55962 -0.50687 3.16079 0.3 -0.2 0.6 0.32
H -2.15054 -1.13954 1.62341 0.3 0.9 0.5 0.27
H -1.51615 0.56543 1.79757 -0.4 0.0 0.0 0.31
H 0.21418 -2.06441 1.58514 0.1 0.4 0.2 0.39
H -1.73227 0.41397 -3.01209 0.0 0.2 1.5 0.26
H -1.80722 0.34099 -1.16258 0.8 0.3 -2.0 0.24
H 2.29224 -0.26203 -2.15795 1.2 -0.3 0.1 0.26
H 2.89249 0.73490 -0.95092 2.1 0.4 2.1 0.26
H 0.11760 1.33107 1.11815 0.1 0.6 0.0 0.15
H 2.11853 0.38922 0.89636 0.8 -0.3 -0.1 0.08
```
Forces are in eV/Å.

Calculated values
relative energy (zero: lowest compared OMol25 entry of this formula, charge and spin): 2.2496 eV
molar mass: 120.12 g mol⁻¹
E_tot: -17038.54045 eV
highest occupied orbital energy: -12.426 eV
HOMO-LUMO gap: 8.83 eV
SMILES: CC=[PH2]N(N)C=[NH2+]
maximum force: 3.8 eV/A
total charge: +1

=====

Entry 3:
C4H13N2O | ωB97M-V/def2-TZVPD

```
20
Properties=species:S:1:pos:R:3:forces:R:3:mulliken_charge:R:1
C 0.58346 -2.89215 0.27423 -1.8 0.3 -0.7 -1.03
C 0.14000 -1.59563 1.01688 1.2 -0.9 -0.8 -0.75
C -0.36599 -0.55301 0.06599 -0.6 0.6 1.4 -0.26
C -1.62670 -0.28356 -0.20536 -1.0 0.7 -0.4 0.07
N -2.01644 0.90964 -0.91850 0.7 -0.8 -0.6 -0.66
N 0.62177 0.42857 -0.41295 0.5 -0.5 -0.2 -0.13
H 1.10789 -2.66694 -0.65673 0.6 0.0 0.3 0.30
H 1.04722 -3.67159 0.86544 0.4 0.3 0.2 0.35
H -0.35380 -3.31353 -0.11284 0.1 -0.2 0.1 0.32
H 1.02996 -1.22590 1.52713 -0.1 0.4 0.3 0.33
H -0.62277 -1.81259 1.75310 -0.1 0.0 0.1 0.35
H -2.46190 -0.93186 0.03668 0.4 -0.3 0.5 0.43
H -2.89887 1.24956 -0.57188 -0.2 0.2 0.4 0.30
H -2.25568 0.57773 -1.84896 0.0 0.4 -0.4 0.25
H 1.19036 -0.12680 -1.05290 0.5 0.6 -0.2 0.35
H 1.23634 0.82239 0.31093 -0.1 -0.1 0.0 0.37
H 0.19960 1.22820 -0.90422 -0.3 -0.2 0.0 0.40
H 1.93719 3.53003 1.07889 0.0 -0.1 0.7 0.33
H 2.02305 3.77402 -0.36434 0.1 0.0 -0.6 0.32
O 1.98705 3.04589 0.25697 -0.2 -0.2 -0.1 -0.64
```
Forces are in eV/Å.

Calculated values
relative energy (zero: lowest compared OMol25 entry of this formula, charge and spin): 1.8477 eV
molar mass: 105.16 g mol⁻¹
E_tot: -9379.73606 eV
highest occupied orbital energy: -14.026 eV
HOMO-LUMO gap: 10.99 eV
maximum force: 2.0 eV/A
total charge: +1

=====

Question: Look up the HOMO-LUMO gap of the second one.
Answer: 8.83 eV